[1]
ORCA calculation (the ωB97M-V functional and the def2-TZVPD basis) on an isolated molecule of C6H8N2O2.

```
18
Properties=species:S:1:pos:R:3:forces:R:3
C 1.03907 0.62714 -0.04920 4.0 -3.8 -1.2
C -0.12922 -1.31458 -0.08133 -2.9 -0.8 0.6
C 1.17278 -0.83285 -0.11121 1.6 5.2 0.8
C -0.28630 0.98744 -0.03172 -1.3 1.0 -0.3
C 2.40093 -1.62852 0.02065 0.6 1.5 1.4
C -1.05336 2.27369 0.00770 2.6 -0.3 0.0
N -0.95433 -0.18637 -0.03838 -2.5 -2.2 0.1
N -2.33036 -0.28505 0.06674 2.2 2.9 -0.3
O -2.77711 -1.36683 0.08229 -1.6 -5.7 0.2
O -2.98781 0.74964 -0.02421 -1.0 1.3 -0.2
H 1.91802 1.21428 -0.31003 -0.4 0.3 0.6
H -0.49300 -2.34105 0.12527 0.0 1.1 -0.3
H 3.24770 -0.94391 0.34865 -0.9 -1.1 -0.5
H 2.24304 -2.43023 0.74416 0.2 0.0 0.1
H 2.61226 -2.08138 -0.89887 0.7 -0.8 -1.5
H -0.31528 3.02234 0.32237 -0.3 0.3 -0.6
H -1.55029 2.40044 -0.95692 0.1 0.5 0.3
H -1.75675 2.13584 0.78401 -0.9 0.4 0.5
```
Forces are in eV/Å.

## Properties
- Spin multiplicity: 3
- Total charge: 0
- <S²>: 2.021
- HOMO (spin up / spin down): -5.321 / -9.654 eV

Results of the natural (NBO) charge analysis, in e, for atoms 1 through 8:
1. C -0.28
2. C 0.09
3. C -0.03
4. C 0.30
5. C -0.64
6. C -0.65
7. N -0.27
8. N 0.57

[2]
ORCA calculation (the ωB97M-V functional and the def2-TZVPD basis) on a cluster of 2 separate species, C6H8N2O2S in total.

```
19
Properties=species:S:1:pos:R:3:forces:R:3
C 1.34943 -1.66300 -0.15560 1.6 -2.4 0.6
C 0.03362 -1.87046 -0.36070 -2.2 -3.5 0.3
C 0.21657 0.26318 -0.29537 3.3 -1.0 0.1
C 0.01905 1.75912 -0.21975 -1.8 -1.7 -0.3
C 2.85783 0.25169 -0.11174 -1.7 0.5 0.3
C -3.68746 0.20315 0.86403 -0.1 -0.4 -0.4
N 1.48691 -0.34896 -0.12807 1.1 3.6 0.3
N -0.62291 -0.72505 -0.45395 -0.4 1.9 0.0
O -1.25766 2.10513 -0.46647 -0.7 -1.1 0.3
O 0.86281 2.54505 0.04964 0.9 0.6 0.0
S -3.03679 -0.40572 -0.54581 -1.4 -1.5 -1.0
H 2.19151 -2.42550 0.06325 -1.6 1.7 -0.6
H -0.54910 -2.84272 -0.29428 1.0 1.4 -0.4
H 2.93466 1.23372 0.33886 -0.6 0.2 -0.3
H 3.45057 -0.35736 0.48940 1.0 -1.3 0.9
H 3.22451 0.22861 -1.10327 0.5 0.3 -1.0
H -3.38534 1.11365 1.20595 1.3 2.3 1.0
H -1.88112 1.28247 -0.45629 1.4 1.7 -0.4
H -4.20708 -0.34701 1.58018 -1.4 -1.1 0.5
```
Forces are in eV/Å.

## Properties
- Spin multiplicity: 3
- Total charge: 0
- <S²>: 2.007
- HOMO (spin up / spin down): -6.516 / -9.200 eV

Results of the natural (NBO) charge analysis, in e, for atoms 1 through 8:
1. C -0.06
2. C -0.09
3. C 0.18
4. C 0.77
5. C -0.40
6. C -0.71
7. N -0.30
8. N -0.40

[3]
ORCA calculation (the ωB97M-V functional and the def2-TZVPD basis) on an isolated molecule of C6H8N2S.

```
17
Properties=species:S:1:pos:R:3:forces:R:3
H -2.11681 -0.69096 -0.78570 -0.2 2.7 0.2
N -1.98463 0.38606 -0.66980 -3.8 -3.0 -1.8
C -0.83437 0.64375 -0.42093 3.1 4.4 2.1
S -0.33282 2.53565 -0.04242 0.8 -2.8 0.7
C 1.34206 1.90841 0.66146 -1.0 -1.1 -1.6
C 1.55950 0.62447 -0.25690 0.5 1.4 -0.2
N 0.24387 -0.12527 -0.12266 2.5 -1.4 -1.1
C -0.03517 -1.56133 -0.61227 1.7 1.6 -0.2
C -1.03970 -2.02810 0.39216 -8.8 0.0 7.8
C -2.15537 -1.91595 1.28595 7.2 -0.7 -4.5
H 1.45734 1.69347 1.75946 -0.6 0.4 -1.2
H 2.02224 2.64499 0.27868 0.6 0.4 0.4
H 2.55576 0.15778 0.01281 -1.7 -0.5 0.2
H 1.81802 1.04168 -1.31083 -1.1 -0.8 1.3
H 0.98441 -2.10114 -0.87346 -2.3 0.7 1.3
H -0.52196 -1.38028 -1.58907 0.1 -0.7 0.2
H -2.96236 -1.83324 2.29352 3.0 -0.5 -3.8
```
Forces are in eV/Å.

## Properties
- Total charge: 0
- HOMO: -8.759 eV

Results of the natural (NBO) charge analysis, in e, for atoms 1 through 8:
1. H 0.37
2. N -0.70
3. C 0.42
4. S 0.08
5. C -0.49
6. C -0.23
7. N -0.48
8. C -0.32

[4]
ORCA calculation (the ωB97M-V functional and the def2-TZVPD basis) on an isolated molecule of C6H8N2S.

```
17
Properties=species:S:1:pos:R:3:forces:R:3
C -3.45554 -0.19088 -1.41398 -3.1 -1.3 -0.7
C -2.44878 0.00011 -0.38038 2.8 -1.4 0.5
S -2.54357 1.29880 0.58301 0.3 -0.2 0.2
C -1.23653 -1.08634 -0.30312 -2.6 2.4 -1.0
N -0.94832 -1.73397 -1.44975 -1.4 0.7 -0.1
N 0.13245 -2.40945 -1.18038 3.2 -1.0 -1.4
C 0.63632 -2.11870 0.02783 -0.9 -0.3 1.7
C -0.29795 -1.30078 0.71542 1.3 -1.2 -1.3
C -0.19742 -0.82549 2.13011 -0.2 -1.0 0.4
H -3.63195 -1.24432 -1.65238 0.2 -0.3 0.5
H -3.31278 0.13009 -2.44435 0.6 0.9 0.2
H -4.47298 0.18166 -1.04815 1.5 -0.1 -0.6
H 0.80609 -2.87886 -1.90303 -2.5 1.3 1.4
H 1.48884 -2.70213 0.33465 0.2 0.3 0.4
H 0.88498 -0.82312 2.32106 -0.4 0.3 0.5
H -0.64427 0.17219 2.19640 0.3 -0.3 0.3
H -0.69484 -1.55183 2.87651 0.7 1.2 -1.2
```
Forces are in eV/Å.

## Properties
- Total charge: 0
- HOMO: -8.486 eV

Results of the natural (NBO) charge analysis, in e, for atoms 1 through 8:
1. C -0.72
2. C -0.06
3. S 0.03
4. C 0.05
5. N -0.26
6. N -0.30
7. C -0.07
8. C -0.09

[5]
ORCA calculation (the ωB97M-V functional and the def2-TZVPD basis) on a cluster of 2 separate species, C6H8N3OP in total.

```
19
Properties=species:S:1:pos:R:3:forces:R:3
C -0.39522 -2.03880 -0.39813 2.6 -1.5 -1.5
C -0.84781 -0.89054 -0.98576 0.4 -1.5 0.4
C 0.77169 -2.61472 -0.98947 -1.2 3.3 -0.8
C 0.63828 -1.06315 -2.66828 -1.0 0.8 -0.9
C -0.29398 2.32528 2.01578 -1.4 -0.1 0.2
C 0.33037 0.98885 1.99458 1.2 -1.7 0.0
N -0.32692 -0.38695 -2.05191 -0.2 0.8 -2.3
N 1.26183 -2.07073 -2.15291 0.5 -2.4 1.4
N -0.62460 2.74868 0.78726 1.6 -1.0 0.9
O 0.66393 0.74948 0.57775 0.3 0.7 1.0
P 0.07018 1.86236 -0.51307 -0.8 1.2 0.6
H -0.85650 -2.40797 0.46889 -0.4 -0.6 1.0
H -1.65045 -0.41553 -0.53236 -1.4 1.3 0.7
H 1.42397 -3.29259 -0.51224 0.2 -1.1 0.4
H -0.81629 2.76868 2.86688 0.4 -0.2 -0.2
H 0.82534 -0.78334 -3.73325 0.3 0.0 1.1
H 1.21900 0.87863 2.68918 -0.3 0.5 -1.0
H -0.22654 0.05632 2.29240 -0.5 0.9 -0.1
H -1.16629 3.58603 0.84466 -0.3 0.5 -0.9
```
Forces are in eV/Å.

## Properties
- Total charge: 0
- HOMO: -6.093 eV

Results of the natural (NBO) charge analysis, in e, for atoms 1 through 8:
1. C -0.29
2. C 0.09
3. C 0.08
4. C 0.26
5. C -0.14
6. C -0.10
7. N -0.47
8. N -0.46

[6]
ORCA calculation (the ωB97M-V functional and the def2-TZVPD basis) on a structure of composition C6H8N4.

```
18
Properties=species:S:1:pos:R:3:forces:R:3
C -1.98322 -1.36794 0.73295 0.7 0.6 -1.2
C -2.09020 -0.80899 -0.46958 -0.5 0.5 -0.8
C -0.89060 0.61549 1.61158 2.4 0.7 2.0
C -0.97655 1.30954 0.48436 0.0 -0.4 -1.0
C -0.68271 -0.77906 1.18039 -0.6 -0.8 1.0
C -0.89480 0.12805 -0.49046 -1.3 0.6 0.7
N 0.16155 -0.49750 -0.90663 2.5 0.5 -0.9
N 1.90839 1.07866 -0.11636 -0.5 1.2 -2.3
N 2.35688 -0.89403 -1.41412 -1.0 -1.1 0.6
N 1.40519 0.02819 -1.01020 -1.0 0.8 0.0
H -2.59796 -2.05533 1.25179 -0.3 -0.7 0.4
H -2.72204 -0.88568 -1.37043 0.2 -0.3 0.8
H -0.49398 0.93203 2.65162 -1.5 -0.3 -1.5
H -1.03791 2.35350 0.22814 0.2 0.1 0.1
H 1.56667 2.07414 -0.40076 0.6 -2.5 0.1
H 1.39281 0.88303 0.68345 -0.7 -0.1 2.3
H 3.10013 -0.42229 -1.90548 0.2 -0.5 0.5
H 2.47836 -1.69181 -0.74026 0.5 1.6 -1.0
```
Forces are in eV/Å.

## Properties
- Total charge: 0
- HOMO: -8.115 eV

Results of the natural (NBO) charge analysis, in e, for atoms 1 through 8:
1. C -0.26
2. C -0.23
3. C -0.28
4. C -0.29
5. C 0.00
6. C 0.06
7. N -0.11
8. N -0.66

Number 1: electronic energy -13419.2219 eV. Number 2: electronic energy -24257.9815 eV. Number 3: electronic energy -20160.1709 eV. Number 4: electronic energy -20165.3933 eV. Number 5: electronic energy -22155.0768 eV. Number 6: electronic energy -12302.3674 eV.